Entry 1:
Density functional theory data (ωB97M-V/def2-TZVPD) for an isolated molecule of C6H10O.

Output
LUMO energy, eV: 1.113
Relative energy (zero: lowest compared OMol25 entry of this formula, charge and spin), eV: 0.711
Highest occupied orbital energy, eV: -9.45

```
! wB97M-V def2-TZVPD RIJCOSX def2/J DEFGRID3
* xyz 0 1
C 0.68866 -1.86682 -0.40991
C 0.52990 -0.42062 -0.86297
O -0.81773 -0.22050 -1.27780
C -1.47405 0.78431 -0.51068
C -0.44162 1.41629 0.39703
C 0.09308 0.54989 1.50607
C 0.82214 0.63405 0.19733
H 0.52293 -2.54139 -1.25465
H -0.05498 -2.10308 0.35929
H 1.68667 -2.05882 0.00180
H 1.18718 -0.23394 -1.72509
H -1.90423 1.52616 -1.19380
H -2.30047 0.32383 0.05451
H -0.42173 2.49798 0.49991
H -0.45719 -0.35941 1.74831
H 0.55810 1.03826 2.36088
H 1.78741 1.13420 0.16722
*
```

Results of the natural (NBO) charge analysis, in e, for atoms 1 through 4: number 1, C, carries -0.622; number 2, C, carries 0.100; number 3, O, carries -0.535; number 4, C, carries -0.064



Entry 2:
Density functional theory data (ωB97M-V/def2-TZVPD) for a structure of composition C13H33CuNO5 at a distorted geometry.

Output
LUMO energy (spin up / spin down), eV: 0.515 / -0.758
Highest occupied orbital energy (spin up / spin down), eV: -7.06 / -6.69

```
! wB97M-V def2-TZVPD RIJCOSX def2/J DEFGRID3
* xyz 0 2
Cu -0.20374 0.13970 0.12973
C -0.01166 -3.64254 2.17036
C -0.99207 -2.44237 2.48123
O -0.83588 -1.22366 1.80814
H 0.04971 -4.28846 3.04621
H 0.99464 -3.42944 1.80974
H -0.36682 -4.30101 1.37765
H -0.92650 -2.16372 3.53297
H -2.03784 -2.74703 2.52158
C 3.10910 -1.49279 0.93071
C 2.81099 -1.50264 -0.54396
C 2.46482 -2.99088 -0.92958
O 1.72197 -0.63951 -0.82442
H 4.04977 -2.04320 0.94713
H 2.31037 -1.85546 1.57771
H 3.27567 -0.48238 1.30411
H 3.75433 -1.21893 -1.01056
H 3.32575 -3.64695 -0.80123
H 2.27671 -2.95539 -2.00264
H 1.66841 -3.50786 -0.39426
C 1.34677 2.07867 2.22934
O 0.27981 1.98560 1.23164
C -0.88431 2.59264 1.75952
C -2.05056 2.56799 0.73136
N -2.30651 1.08896 0.44218
C -2.87196 0.94197 -0.84468
C -2.81586 -0.53266 -1.24676
O -1.47562 -1.08940 -1.20629
C -1.46764 -2.38301 -2.06299
H 1.05787 1.64373 3.18614
H 1.84296 3.03840 2.37362
H 2.16153 1.56092 1.72318
H -0.75156 3.64593 2.00659
H -1.11493 2.03767 2.66887
H -1.74721 3.18330 -0.11568
H -2.80646 3.11415 1.29564
H -2.76034 0.58251 1.18893
H -2.34099 1.43781 -1.65728
H -3.93952 1.16100 -0.86569
H -3.10252 -0.68438 -2.28739
H -3.49838 -1.15511 -0.66812
H -0.53470 -2.88287 -1.80244
H -1.51607 -2.22667 -3.14063
H -2.37625 -2.94384 -1.84391
C 0.79434 3.62960 -2.88901
C 1.01023 2.96588 -1.47573
O 0.20180 1.83979 -1.61124
H 1.13496 2.94053 -3.66184
H 1.40164 4.52854 -2.99477
H -0.18011 4.08064 -3.07641
H 0.71019 3.50583 -0.57766
H 2.05611 2.66256 -1.42840
H 0.10542 1.51771 -2.51045
*
```

Results of the natural (NBO) charge analysis, in e, for atoms 1 through 4: number 1, Cu, carries 1.393; number 2, C, carries -0.645; number 3, C, carries -0.036; number 4, O, carries -0.972



Entry 3:
Density functional theory data (ωB97M-V/def2-TZVPD) for a structure of composition C32H102NiO20 at a distorted geometry.

Output
LUMO energy (spin up / spin down), eV: 0.328 / 0.323
Highest occupied orbital energy (spin up / spin down), eV: -7.42 / -7.38

```
! wB97M-V def2-TZVPD RIJCOSX def2/J DEFGRID3
* xyz 0 3
Ni -1.17021 -1.09217 2.78534
C -0.44200 0.26677 -0.23327
O -1.21570 -0.44025 0.69966
H 0.35204 0.86428 0.21459
H 0.10199 -0.37250 -0.92862
H -1.00988 0.87720 -0.93540
C -4.28389 -0.66616 4.32759
O -3.20232 -0.66867 3.47504
H -4.74888 -1.65007 4.38932
H -4.13276 -0.53914 5.39956
H -5.00613 0.08060 3.99772
C 0.39360 -3.79694 5.17852
C -1.06574 -3.16346 5.29609
C -1.64063 -3.34702 6.71739
O -0.84177 -1.86421 4.86742
H 0.69205 -3.81170 4.13028
H 0.50429 -4.79976 5.59108
H 1.10584 -3.17167 5.71690
H -1.75789 -3.69762 4.64516
H -2.69004 -3.05335 6.74190
H -1.10352 -2.76424 7.46571
H -1.65940 -4.41796 6.91951
H -0.53476 -1.34312 5.61295
C 2.13705 0.25075 -6.03974
C 2.94417 0.11972 -4.66086
C 4.11113 -0.87380 -4.79634
O 3.45088 1.35825 -4.20083
H 1.12295 0.60615 -5.85702
H 2.04319 -0.74538 -6.47220
H 2.69804 0.88281 -6.72813
H 2.25971 -0.25229 -3.89850
H 4.88591 -0.79207 -4.03404
H 4.64013 -0.68826 -5.73113
H 3.72916 -1.89302 -4.85462
H 2.75138 2.01342 -4.14560
C 4.68812 3.57956 -1.71510
C 4.49059 2.17129 -1.08609
C 3.04353 1.79666 -0.91846
O 5.20147 1.23026 -1.90479
H 4.17689 4.36809 -1.16288
H 4.21316 3.54851 -2.69569
H 5.74934 3.80366 -1.82320
H 4.84926 2.16730 -0.05680
H 2.99085 0.81000 -0.45824
H 2.49368 1.74340 -1.85811
H 2.46748 2.50221 -0.31974
H 4.62582 1.22808 -2.67305
C 0.34378 4.31850 3.26833
C -0.76314 4.32403 2.13645
C -0.12026 4.27351 0.73688
O -1.50799 3.16863 2.36390
H 0.88547 3.37264 3.27349
H -0.04071 4.30925 4.28823
H 1.10871 5.08987 3.17899
H -1.34225 5.23588 2.28224
H -0.89396 4.11135 -0.01360
H 0.47206 3.35906 0.76912
H 0.49984 5.12571 0.45882
H -2.15186 3.16081 1.65188
C -1.01355 -1.68074 -3.70739
C -2.46515 -1.60502 -3.36818
C -3.50113 -1.30333 -4.45410
O -2.86085 -2.86742 -2.87227
H -0.56532 -0.75361 -4.06463
H -0.80187 -2.30592 -4.57484
H -0.38994 -2.07944 -2.90723
H -2.58345 -0.78490 -2.66000
H -4.45836 -1.18621 -3.94606
H -3.58657 -2.05480 -5.23902
H -3.32303 -0.30155 -4.84502
H -3.67294 -2.80932 -2.36361
C 3.46219 -3.11379 -1.91145
C 4.34448 -4.16255 -1.34163
C 5.48936 -4.54403 -2.26159
O 4.87992 -3.59838 -0.14891
H 2.61586 -2.84982 -1.27730
H 3.03358 -3.44928 -2.85582
H 3.97855 -2.18496 -2.15383
H 3.72346 -5.04335 -1.17838
H 5.12239 -5.00639 -3.17791
H 6.17535 -5.30435 -1.88818
H 6.15880 -3.72094 -2.51154
H 5.52712 -2.92369 -0.36696
C -0.51888 2.54459 -3.18455
C 0.31627 3.76118 -3.66684
C 0.81698 4.78363 -2.62414
O 1.45159 3.20374 -4.37513
H -1.28679 2.76984 -2.44450
H 0.18300 1.80261 -2.80384
H -0.98537 2.02455 -4.02125
H -0.18011 4.36365 -4.42759
H 1.44105 5.59690 -2.99460
H 1.37231 4.34482 -1.79519
H -0.09195 5.25505 -2.25038
H 2.12381 3.88226 -4.47177
C -3.65439 5.13299 -1.00569
C -4.30546 3.87031 -0.56381
C -4.57270 2.86493 -1.74258
O -3.44516 3.32789 0.39197
H -2.62455 5.00266 -1.33815
H -3.63094 5.85181 -0.18665
H -4.22814 5.52017 -1.84773
H -5.25151 3.97581 -0.03278
H -4.50214 1.80329 -1.50585
H -3.74794 3.13727 -2.40115
H -5.41501 3.14504 -2.37515
H -3.81792 2.48687 0.66643
C 4.02796 0.54445 2.63743
C 4.26583 -0.47409 3.77052
C 4.99868 0.17466 5.01943
O 2.98723 -0.87376 4.34689
H 3.56800 0.10779 1.75094
H 4.94904 0.99956 2.27332
H 3.33073 1.34876 2.87206
H 4.72160 -1.42377 3.49035
H 5.15264 -0.54446 5.82396
H 4.49828 1.04872 5.43623
H 5.95300 0.58284 4.68664
H 3.00093 -0.69207 5.28944
C -4.56058 -2.41570 0.31837
C -5.71354 -2.42837 -0.69978
C -6.09337 -0.96186 -1.12912
O -5.37533 -3.14149 -1.88101
H -3.61661 -2.01839 -0.05469
H -4.32087 -3.45642 0.53637
H -4.70414 -2.01120 1.32029
H -6.61425 -2.90318 -0.31070
H -6.87936 -1.01972 -1.88209
H -5.20452 -0.53428 -1.59306
H -6.36981 -0.25295 -0.34867
H -6.20534 -3.23570 -2.35409
O 0.93879 -5.15979 -0.44045
H 0.35787 -4.40414 -0.52867
H 0.52059 -5.84599 -0.96052
O -0.34673 0.78004 3.47844
H -0.60004 1.48870 2.88695
H 0.06334 1.22266 4.22151
O -3.89639 0.83772 1.14475
H -3.90871 0.31602 1.94718
H -3.07461 0.59899 0.71589
O 2.63983 -3.65766 1.62291
H 3.41889 -3.60126 1.06961
H 2.09077 -4.31650 1.19784
O 0.91056 -1.68529 2.51967
H 1.51986 -1.05717 2.90754
H 1.47041 -2.30649 2.05393
O -1.66153 -3.02647 2.03902
H -2.28786 -3.70345 2.29520
H -1.61079 -3.09484 1.08563
O -1.03731 -3.15241 -0.64040
H -1.49365 -3.13471 -1.48163
H -0.95445 -2.23148 -0.39290
O -2.76346 2.67295 4.58106
H -3.22294 1.88892 4.28040
H -2.50147 3.12085 3.77671
*
```

Results of the Mulliken charge analysis, in e, for atoms 1 through 4: number 1, Ni, carries 2.359; number 2, C, carries -0.308; number 3, O, carries 0.600; number 4, H, carries -0.056



Entry 4:
Density functional theory data (ωB97M-V/def2-TZVPD) for a structure of composition C3H10N4 at a distorted geometry.

Output
LUMO energy, eV: 0.897
Relative energy (zero: lowest compared OMol25 entry of this formula, charge and spin), eV: 3.636
Highest occupied orbital energy, eV: -8.36

```
! wB97M-V def2-TZVPD RIJCOSX def2/J DEFGRID3
* xyz 0 1
C 0.80061 0.98071 1.55668
N 0.81528 0.20681 0.31168
N 1.01470 -1.17895 0.61328
H 1.44580 0.51531 -0.86147
H 0.12155 -1.56507 0.92160
H 1.25378 -1.63220 -0.26593
H 0.76889 2.04100 1.30878
H 1.70404 0.75180 2.11752
H -0.06976 0.72130 2.16438
C -1.48246 -0.35305 -0.80334
C -0.29906 0.56104 -0.74619
N -1.84672 -1.05269 0.18758
N 0.55893 0.61775 -1.88599
H -2.70738 -1.56779 0.00624
H 0.54492 -0.26151 -2.39927
H -1.98241 -0.34755 -1.77917
H -0.64071 1.56311 -0.44637
*
```

Results of the natural (NBO) charge analysis, in e, for atoms 1 through 4: number 1, C, carries -0.417; number 2, N, carries -0.318; number 3, N, carries -0.658; number 4, H, carries 0.440



Entry 5:
Density functional theory data (ωB97M-V/def2-TZVPD) for a structure of composition C26H50BCuN2OP2.

Output
LUMO energy (spin up / spin down), eV: -1.930 / -3.228
Relative energy (zero: lowest compared OMol25 entry of this formula, charge and spin), eV: 0.178
Highest occupied orbital energy (spin up / spin down), eV: -9.37 / -10.41

```
! wB97M-V def2-TZVPD RIJCOSX def2/J DEFGRID3
* xyz 1 2
Cu -0.39143 -0.17944 0.39284
C 1.11348 3.15982 0.97825
C -0.13276 3.31016 0.09482
C -0.57926 4.77205 0.17830
C 0.24391 2.96911 -1.35220
P -1.40608 2.05386 0.66990
C -1.41991 2.29142 2.52101
N -0.46217 1.35427 3.05062
B 0.09672 0.30905 2.27087
N 1.17524 -0.24967 3.00151
C 2.13242 -1.15392 2.41213
P 1.51921 -1.59659 0.70049
C 3.05720 -1.35676 -0.34958
C 4.34060 -1.95697 0.23251
C 3.24365 0.15985 -0.45121
C 2.82734 -1.90982 -1.75935
C 0.99041 -3.38264 0.88183
C -0.08474 -3.35870 1.97906
C 2.09687 -4.35917 1.28419
C 0.34431 -3.86471 -0.42236
C 1.29126 0.46215 4.19848
C 2.19373 0.33879 5.24027
C 2.07016 1.20942 6.31760
C 1.07155 2.17523 6.35162
C 0.16014 2.30630 5.30939
C 0.27708 1.44495 4.23202
C -3.15246 2.56585 0.19186
C -4.05612 1.38712 0.57528
C -3.66517 3.81262 0.92214
C -3.25966 2.76377 -1.32347
H 1.88660 3.83262 0.59851
H 1.50833 2.14604 0.95403
H 0.92301 3.42630 2.01919
H 0.26779 5.41212 -0.08098
H -0.89755 5.04761 1.18532
H -1.38316 5.00319 -0.51699
H 1.05433 3.62655 -1.67883
H -0.58766 3.09785 -2.04381
H 0.59397 1.93764 -1.43615
H -2.42552 2.13061 2.91740
H -1.14068 3.32275 2.75527
H 2.27510 -2.05588 3.01016
H 3.11097 -0.67389 2.31910
H 4.56916 -1.57997 1.23233
H 5.17680 -1.68030 -0.41483
H 4.30762 -3.04158 0.27509
H 3.39142 0.62644 0.52474
H 2.38768 0.63194 -0.93409
H 4.13023 0.37020 -1.05390
H 2.87174 -2.99704 -1.78156
H 3.61808 -1.53921 -2.41595
H 1.86842 -1.58919 -2.17621
H 0.32050 -3.07940 2.95358
H -0.51652 -4.35843 2.07292
H -0.88824 -2.66002 1.73641
H 2.66216 -4.03013 2.15710
H 2.79250 -4.53420 0.46600
H 1.64219 -5.32161 1.53372
H -0.38254 -3.14396 -0.79933
H -0.17512 -4.80845 -0.23688
H 1.07701 -4.04509 -1.20462
H 2.97634 -0.41021 5.21821
H 2.76353 1.13134 7.14488
H 0.99874 2.83612 7.20553
H -0.61789 3.05985 5.34241
H -3.94777 1.09872 1.62595
H -3.85221 0.52764 -0.05974
H -5.09990 1.67345 0.42434
H -3.66646 3.68893 2.00678
H -4.70025 3.98910 0.61830
H -3.09806 4.70517 0.67892
H -2.86438 1.90400 -1.87104
H -2.74375 3.65955 -1.66403
H -4.31386 2.87156 -1.59095
C -4.23782 -2.34397 -1.04076
C -2.74005 -2.43040 -0.85536
O -2.23096 -1.27524 -0.15070
H -4.60427 -3.22859 -1.56188
H -4.50922 -1.46406 -1.62463
H -4.74935 -2.29765 -0.07584
H -2.22611 -2.43558 -1.81439
H -2.46107 -3.33555 -0.31165
H -2.79096 -1.12351 0.61966
*
```

Results of the Mulliken charge analysis, in e, for atoms 1 through 4: number 1, Cu, carries -0.593; number 2, C, carries -1.994; number 3, C, carries 2.190; number 4, C, carries -1.919